Entry 1:
# C2H3N3S2

C2H3N3S2 in the gas phase in a non-equilibrium geometry (ωB97M-V/def2-TZVPD, the Open Molecules 2025 dataset).

The geometry in XYZ format:
```
10
Properties=species:S:1:pos:R:3
S -2.091 -0.677 -0.020
C -0.624 0.384 0.144
N -0.585 1.768 -0.084
N 0.683 2.179 -0.062
N 1.434 1.087 0.042
C 0.653 -0.052 0.111
S 1.436 -1.590 -0.084
H -3.132 0.182 -0.004
H 2.400 1.140 0.294
H 0.321 -2.296 0.576
```

Properties
F_max   3.053 eV Å⁻¹
LUMO   0.34 eV
Relative energy (zero: lowest compared OMol25 entry of this formula, charge and spin)   1.218 eV
SMILES   Sc1nn[nH]c1S
HOMO   -8.745 eV


Entry 2:
# C5H8O2

A molecular structure, C5H8O2 in a non-equilibrium geometry (ωB97M-V/def2-TZVPD, the Open Molecules 2025 dataset).

The geometry in XYZ format:
```
15
Properties=species:S:1:pos:R:3
O 1.916 -0.769 -0.783
C 1.151 -0.335 0.320
C 0.616 1.058 0.090
C -0.653 0.672 -0.653
C -1.545 0.066 0.367
C -0.303 -1.034 0.354
O -0.450 -1.034 -1.058
H 1.274 -1.087 -1.450
H 1.815 -0.427 1.177
H 0.361 1.464 1.085
H 1.292 1.721 -0.440
H -1.005 1.350 -1.438
H -1.781 0.547 1.301
H -2.524 -0.086 -0.144
H -0.372 -1.916 0.992
```

Properties
F_max   2.482 eV Å⁻¹
LUMO   0.97 eV
Relative energy (zero: lowest compared OMol25 entry of this formula, charge and spin)   3.921 eV
HOMO   -9.657 eV


Entry 3:
# C10H77IN2O32PS

29 unconnected molecules or ions with the total composition C10H77IN2O32PS in a non-equilibrium geometry (ωB97M-V/def2-TZVPD, the Open Molecules 2025 dataset).

The geometry in XYZ format:
```
124
Properties=species:S:1:pos:R:3
C 1.809 -4.108 1.420
C 1.874 -3.928 -0.097
C 0.528 -4.138 -0.787
I 0.959 -4.858 -2.787
C -0.397 -2.916 -0.855
C -1.701 -3.272 -1.553
N -2.776 -3.591 -0.567
C -3.185 -2.374 0.195
C -3.993 -1.447 -0.697
P -4.344 -2.870 1.545
O -3.888 -4.261 2.197
O -5.707 -3.185 0.761
S -4.673 -1.444 2.799
C -1.998 -1.612 0.776
C -0.620 -2.228 0.527
C 0.347 -1.133 0.864
O 0.061 0.062 0.120
N 1.239 0.740 -0.251
O 1.410 0.637 -1.397
H 2.770 -4.458 1.759
H 1.051 -4.829 1.698
H 1.657 -3.178 1.937
H 2.537 -4.692 -0.468
H 2.334 -3.015 -0.437
H 0.001 -4.927 -0.259
H 0.074 -2.188 -1.504
H -1.975 -2.439 -2.177
H -1.601 -4.133 -2.194
H -2.519 -4.378 0.030
H -3.587 -3.897 -1.109
H -4.403 -0.654 -0.096
H -3.365 -1.024 -1.464
H -4.808 -1.973 -1.178
H -3.244 -4.059 2.899
H -6.393 -3.443 1.407
H -2.076 -0.584 0.464
H -2.126 -1.605 1.847
H -0.489 -2.992 1.279
H 0.225 -0.923 1.919
H 1.377 -1.398 0.724
O -0.886 -5.513 2.445
H -0.555 -6.069 3.161
H -1.740 -5.904 2.223
O 2.229 3.758 0.165
H 2.550 2.888 -0.090
H 1.308 3.763 -0.119
O -7.592 -5.145 1.809
H -7.300 -6.022 1.533
H -8.520 -5.116 1.549
O 3.255 -6.659 -5.044
H 2.639 -6.354 -4.369
H 4.109 -6.673 -4.600
O -5.693 -6.010 -0.661
H -6.122 -5.255 -1.080
H -5.424 -5.663 0.194
O 4.204 -1.831 -1.054
H 4.006 -1.148 -1.700
H 5.007 -1.511 -0.619
O 2.150 7.163 0.009
H 2.456 6.283 -0.232
H 1.238 7.175 -0.311
O 5.032 7.211 1.152
H 5.316 6.328 0.900
H 4.109 7.246 0.877
O 6.092 0.497 -0.469
H 5.910 1.190 -1.118
H 6.893 0.813 -0.039
O -2.660 -1.902 -4.145
H -1.845 -1.738 -4.638
H -3.267 -2.213 -4.823
O -1.827 1.103 2.548
H -1.947 1.577 3.378
H -2.586 0.513 2.491
O -7.689 0.368 3.226
H -6.961 -0.188 2.932
H -8.132 -0.146 3.911
O 1.747 1.800 -4.171
H 1.951 1.448 -3.298
H 1.742 2.761 -4.074
O -9.051 0.968 6.016
H -9.393 1.711 5.507
H -8.198 1.280 6.339
O -7.624 2.512 8.148
H -8.300 1.955 8.552
H -6.809 2.270 8.604
O 2.999 -7.294 -8.286
H 2.628 -6.525 -8.727
H 3.300 -6.960 -7.432
O 2.574 5.039 -4.109
H 2.457 5.996 -4.180
H 3.429 4.867 -4.518
O 3.329 9.749 -0.989
H 2.642 9.164 -0.646
H 4.100 9.535 -0.454
O 6.991 8.241 3.254
H 7.810 8.382 2.767
H 6.372 7.942 2.578
O 7.097 2.926 -1.333
H 7.261 3.089 -2.270
H 7.933 3.149 -0.907
O 8.028 9.656 1.002
H 7.166 9.490 0.607
H 8.151 10.607 0.920
O 5.368 0.454 2.531
H 5.558 0.593 1.596
H 6.177 0.689 2.996
O -5.443 2.276 5.870
H -6.183 2.441 6.465
H -5.146 3.155 5.615
O 0.439 6.348 -1.965
H 0.775 5.470 -2.182
H -0.450 6.361 -2.338
O 1.898 7.533 -4.174
H 1.908 7.196 -3.271
H 2.175 8.452 -4.088
O -1.477 -1.963 -6.845
H -0.653 -1.795 -7.315
H -2.080 -2.276 -7.527
O 1.477 -7.495 0.267
H 1.520 -6.705 -0.281
H 0.869 -8.080 -0.198
O 1.523 1.210 3.468
H 2.356 1.370 3.005
H 0.915 0.905 2.789
```

Properties
F_max   2.685 eV Å⁻¹
LUMO   -3.19 eV
Net charge   +1
HOMO   -11.342 eV


Entry 4:
# C5H6N2O

3 unconnected molecules or ions with the total composition C5H6N2O in a non-equilibrium geometry (ωB97M-V/def2-TZVPD, the Open Molecules 2025 dataset).

The geometry in XYZ format:
```
14
Properties=species:S:1:pos:R:3
C 0.390 1.032 -0.200
C -0.490 -1.199 0.032
C -0.396 -2.628 -0.314
C -1.895 -0.821 0.193
C -2.893 -0.014 -0.075
H 2.851 2.554 1.115
H -0.586 1.565 -0.732
H 1.627 -0.517 0.942
H 0.495 -3.181 -0.558
H -1.232 -3.072 -0.072
H -3.929 0.196 0.326
N 1.151 1.988 -0.028
N 0.583 -0.293 -0.095
O 2.543 1.548 0.254
```

Properties
F_max   8.351 eV Å⁻¹
LUMO   -0.68 eV
Relative energy (zero: lowest compared OMol25 entry of this formula, charge and spin)   10.255 eV
HOMO   -8.576 eV


Entry 5:
# C9H21ClN3O3

4 unconnected molecules or ions with the total composition C9H21ClN3O3 in a non-equilibrium geometry (ωB97M-V/def2-TZVPD, the Open Molecules 2025 dataset).

The geometry in XYZ format:
```
37
Properties=species:S:1:pos:R:3
Cl 0.599 0.807 1.201
C 1.657 -2.799 3.376
C 1.157 -3.315 2.049
O 1.419 -4.462 1.705
N 0.471 -2.467 1.252
C 0.106 -2.830 -0.108
H 2.734 -2.644 3.424
H 1.442 -3.532 4.152
H 1.186 -1.844 3.622
H 0.320 -1.497 1.515
H -0.617 -2.050 -0.365
H -0.245 -3.854 -0.156
H 0.900 -2.648 -0.841
C -2.378 1.527 -1.135
C -3.180 0.720 -0.164
O -4.417 0.764 -0.229
N -2.532 -0.067 0.708
C -3.215 -0.851 1.714
H -2.971 2.389 -1.418
H -2.130 0.940 -2.018
H -1.419 1.774 -0.668
H -1.510 0.026 0.743
H -2.620 -0.884 2.622
H -3.375 -1.861 1.327
H -4.204 -0.433 1.889
C 1.352 0.741 -2.621
C 2.104 2.039 -2.577
O 2.651 2.489 -3.570
N 1.996 2.719 -1.417
C 2.348 4.113 -1.324
H 1.137 0.335 -1.631
H 2.047 0.003 -3.042
H 0.485 0.720 -3.272
H 1.419 2.383 -0.652
H 3.199 4.283 -1.988
H 2.492 4.499 -0.320
H 1.588 4.766 -1.781
```

Properties
F_max   1.977 eV Å⁻¹
LUMO   3.17 eV
Net charge   -1
Relative energy (zero: lowest compared OMol25 entry of this formula, charge and spin)   0.326 eV
HOMO   -5.997 eV


Entry 6:
# CH2F3N2

A gas-phase ion, CH2F3N2 (charge +1) in a non-equilibrium geometry (ωB97M-V/def2-TZVPD, the Open Molecules 2025 dataset).

The geometry in XYZ format:
```
8
Properties=species:S:1:pos:R:3
N 0.071 -0.195 -0.140
C 1.314 -0.530 -0.100
F 1.604 -1.845 0.042
N 2.411 0.245 0.039
F 3.763 -0.124 -0.045
F 2.440 1.602 0.043
H -0.165 0.845 -0.245
H -0.640 -1.006 -0.293
```

Properties
F_max   3.835 eV Å⁻¹
LUMO   -5.43 eV
Net charge   +1
Relative energy (zero: lowest compared OMol25 entry of this formula, charge and spin)   0.399 eV
SMILES   NC(F)=[N+](F)F
HOMO   -17.168 eV